No. 1
Entry from the Open Molecules 2025 dataset: 8 unconnected molecules or ions with the total composition C39H57BClNO11 in a non-equilibrium geometry (wB97M-V/def2-TZVPD).

```
110
Properties=species:S:1:pos:R:3:mulliken_charge:R:1
H -2.034 -2.996 3.113 0.1548
C -2.339 2.522 1.794 -1.2897
C 7.526 5.859 1.223 -0.7402
C 4.604 0.952 0.913 -0.5380
H -7.138 0.327 1.156 0.3246
H -5.666 -3.666 -1.693 0.3114
H -3.304 3.016 1.856 0.7295
H -6.224 -4.503 -9.326 0.3339
H -1.293 -4.755 0.382 0.2930
H -7.464 -3.289 -8.931 0.3273
H 13.471 1.181 1.747 0.3457
C -8.267 -5.777 -7.814 -1.1868
C 0.775 1.584 2.671 0.0220
C -1.420 1.367 -2.188 0.7737
C -0.385 -5.006 0.927 -1.1498
Cl 3.406 -1.399 2.567 -0.1893
C 12.572 1.568 2.229 -1.1395
H 0.905 3.518 1.767 0.5450
H -3.406 -4.579 6.299 0.3296
C -1.224 4.122 3.217 -1.2005
H -6.939 -3.094 -2.790 0.3306
H -7.384 2.772 -0.924 0.3728
H 10.934 -0.756 2.154 0.3283
O -3.417 -5.081 3.260 -0.5539
H 0.078 -2.733 -0.707 0.2443
C -5.187 -2.491 -4.937 -0.8621
H 12.651 2.650 2.309 0.2986
H 12.488 1.143 3.231 0.3280
H -4.385 -1.874 -5.342 0.3125
C -2.957 -5.270 5.584 -1.1680
H -5.888 -3.247 -8.121 0.2237
H -1.889 4.630 3.914 0.3074
C 4.776 3.371 0.797 0.4867
C 1.376 2.565 1.913 -0.6043
H -9.141 -5.242 -8.190 0.3313
O -1.002 1.432 -1.052 -0.4796
H -2.438 -2.590 4.790 0.4865
B -0.610 1.774 3.425 0.6381
H 1.548 -3.732 -0.723 0.3689
H 8.598 5.719 1.304 0.3905
C -2.500 0.395 -2.601 -0.9950
C 7.459 3.345 1.364 -1.0523
H 0.177 -5.757 0.368 0.4220
O 4.996 -0.073 0.421 -0.5695
C 11.079 -0.256 1.195 -1.1424
H -3.580 -6.159 5.512 0.3246
C 5.453 4.556 0.868 -0.6966
C -7.211 1.348 1.534 -1.1653
H -0.439 1.689 -4.067 0.3694
H 1.525 -2.193 0.161 0.0510
C 5.433 2.179 0.991 0.7188
O 2.776 4.031 -0.283 -0.5682
H 0.964 -0.428 3.388 0.7047
H -1.965 -5.558 5.934 0.3049
H -0.286 1.362 5.267 0.2962
C -2.025 -3.361 4.136 -0.9723
C 7.192 6.653 -0.016 -0.0952
C -6.400 2.364 -0.688 -1.0365
H -8.229 1.714 1.392 0.3463
H -2.575 1.480 1.606 0.3947
H 11.916 -0.718 0.670 0.3744
O 10.628 2.065 0.955 -0.5385
H -0.995 -3.574 4.423 0.3167
H -6.014 -4.560 -3.188 0.3144
H -1.791 2.912 0.933 0.2063
C 3.315 3.330 0.536 -0.5151
H 8.505 3.287 1.610 0.3886
C -4.940 -2.729 -3.471 0.7092
C 1.409 0.364 2.812 -1.0377
H -5.637 3.031 -1.082 0.2661
H -6.979 1.349 2.596 0.3020
C 2.593 2.319 1.348 0.6725
C -5.957 -3.568 -2.738 -1.1172
N -1.660 2.730 3.082 0.0687
H -8.555 -6.356 -6.940 0.3010
H -2.808 -0.197 -1.745 0.2421
C -6.234 2.241 0.808 0.8249
C 6.769 2.160 1.268 -0.9253
H -2.131 -0.277 -3.377 0.3477
C 6.803 4.527 1.150 0.9821
O 6.926 7.821 0.014 -0.5022
H -6.138 -1.975 -5.077 0.3552
H -1.688 2.894 -3.669 0.3442
H -3.365 0.943 -2.980 0.3487
H -0.655 -5.416 1.899 0.1974
H -7.900 -6.456 -8.584 0.3275
H 7.248 1.210 1.429 0.5467
H 7.171 6.085 -0.960 0.4625
C -2.856 -4.615 4.227 0.7836
C 2.647 0.113 2.255 0.5362
O -0.791 0.963 4.551 -0.5351
C -7.186 -4.797 -7.432 0.8548
H 10.179 -0.371 0.596 0.2723
H -0.227 4.220 3.641 0.4189
O -6.761 -4.731 -6.301 -0.4987
C -6.657 -3.901 -8.526 -1.0280
C 11.353 1.212 1.413 0.8744
H -0.120 2.928 -2.840 0.2750
C 3.244 1.113 1.523 0.4558
C 0.456 -3.771 1.119 0.8172
O -5.358 2.829 1.396 -0.5374
H -5.212 -3.439 -5.465 0.1835
H -6.293 1.384 -1.158 0.2479
H -1.306 4.648 2.268 0.3308
O -3.971 -2.273 -2.903 -0.5289
C -0.883 2.279 -3.264 -1.2384
O 0.741 -3.369 2.221 -0.4733
C 0.932 -3.061 -0.122 -0.7572
H 7.128 6.379 2.084 0.2763
H 4.954 5.498 0.711 0.5311
```

Properties
HOMO level: -7.834 eV
HOMO-LUMO gap: 7.60 eV
Lowest unoccupied orbital energy: -0.0087 hartree

=====

No. 2
Entry from the Open Molecules 2025 dataset: 4 unconnected molecules or ions with the total composition C39H59BClFINO12S2 in a non-equilibrium geometry (wB97M-V/def2-TZVPD).

```
117
Properties=species:S:1:pos:R:3:mulliken_charge:R:1
H 8.565 0.194 3.250 0.3185
C -0.824 -4.058 0.746 -0.4500
C 5.084 -1.117 -3.700 -0.5607
N 2.650 -0.647 -2.307 0.0633
H -2.163 -4.666 -3.202 0.3877
H 8.258 0.969 0.016 0.4005
H 4.614 1.760 -5.538 0.7058
C 1.181 -2.621 -2.126 -0.3623
H 2.141 -1.304 2.821 0.3147
H -0.849 -0.121 1.969 0.2395
Cl 6.975 5.050 -3.512 -0.2346
C -10.251 -1.090 -0.964 0.6973
C -2.327 2.252 0.787 -0.1389
F -0.111 -4.492 1.875 -0.4679
O -2.379 -5.853 -1.581 -0.5451
C 7.655 -0.659 -2.271 -1.4140
H -9.870 -0.631 1.147 0.3020
O -8.956 -1.079 -1.321 -0.3565
H -7.036 4.522 5.288 0.2738
C 6.276 0.080 -0.276 1.5235
S 2.310 0.196 0.430 -0.2782
C -4.320 1.232 -0.198 0.6662
B 0.431 -1.607 2.038 1.2535
H 4.102 -1.495 -3.971 -0.6101
H -6.754 5.406 6.793 0.3701
C -4.734 2.560 -0.785 -1.0210
H 5.207 2.729 -2.908 0.6290
H -0.013 -5.533 -1.454 0.5242
C 0.647 -2.030 0.509 -0.6740
H -8.131 -0.006 0.272 0.2861
H -7.048 -0.481 -1.012 0.2388
H 0.100 -4.871 -3.067 0.4102
C 7.528 0.349 0.541 -1.6718
C 8.132 -0.762 3.571 -1.2443
H 9.234 -0.872 1.224 0.3769
H 8.913 -1.403 3.982 0.3215
O -0.660 -0.906 2.495 -0.6556
H 6.375 -1.129 2.331 0.0834
O -11.098 -1.163 -1.813 -0.5726
H -5.486 4.381 6.096 0.2960
I 1.622 -2.970 -4.183 -0.0244
C -2.823 3.258 1.802 -0.6376
C 5.755 2.256 -3.726 0.1796
C 6.324 -0.385 -1.578 -0.1112
O -5.049 5.388 1.746 -0.6113
O 7.845 2.880 -5.131 -0.5379
H -6.619 -1.884 0.979 0.2736
C 1.482 -1.244 -0.242 0.6771
C 1.775 -1.515 -1.566 -0.5876
H 6.595 -0.001 -4.850 0.3094
H -5.005 6.776 5.683 0.3255
H 7.506 -1.001 -3.296 0.3656
H -2.303 -3.779 -1.698 0.2019
C -5.706 5.587 2.734 0.8735
H -8.287 -2.477 0.941 0.3245
C 0.326 -3.448 -1.410 0.8728
H -7.715 6.038 3.487 0.3726
H -3.752 3.725 1.483 -0.0456
C 3.908 -0.419 -1.634 -1.2248
C 5.128 -0.616 -2.267 1.0675
O -5.081 5.846 3.892 -0.3610
H 8.272 1.533 -2.025 0.4588
H -6.529 6.996 4.857 0.3907
H 5.053 0.648 1.380 0.4890
C -10.614 -1.095 0.503 -0.8683
C 5.068 0.283 0.358 -1.1177
H -5.509 2.998 -0.157 0.1926
H -2.794 -3.341 0.294 0.0538
C -1.841 -4.657 -2.150 -0.6422
C 8.643 0.505 -2.259 -0.2219
H -1.077 -4.971 0.203 0.8657
H -1.909 -6.612 -1.940 0.3391
C 8.160 -0.992 1.051 -0.5518
H 2.179 0.263 -2.304 0.3687
H 8.043 -1.730 0.250 0.3096
H -11.536 -0.531 0.628 0.3012
C -7.211 5.466 2.711 -1.1405
H 7.382 -0.525 4.332 0.3553
H 7.486 -2.494 2.503 0.4295
H 5.762 -1.974 -3.823 0.5252
C 4.840 1.318 -4.564 -0.8375
C -6.293 5.076 5.862 -0.9886
C 3.921 0.012 -0.325 1.1088
O 9.836 0.379 -2.460 -0.5738
H -1.405 1.792 1.147 -0.0246
H -5.137 2.381 -1.779 0.3521
H 6.548 1.625 -3.333 -0.6913
O 1.425 -1.943 2.949 -0.7103
H -3.024 2.766 2.756 0.3098
C 0.072 -3.147 -0.076 0.3966
O -4.960 0.232 -0.392 -0.5127
H 5.166 -0.449 -5.731 0.5748
H -7.200 -2.864 -0.380 0.3008
S 6.593 3.464 -4.763 1.1428
H -10.778 -2.123 0.823 0.2453
H -2.086 2.712 -0.173 0.3477
C -7.472 -2.083 0.331 -0.8857
C -0.288 -4.666 -2.071 -1.5620
H -2.082 4.042 1.961 0.4058
C -2.152 -3.427 1.172 0.2940
H -3.920 3.271 -0.897 0.3778
H 7.267 0.905 1.450 0.6165
H -7.569 5.847 1.757 0.3472
H -3.909 -4.605 1.853 0.3155
C -5.756 6.261 5.085 -0.4269
H -2.385 -5.415 2.091 0.3296
H 3.890 1.214 -4.031 0.1020
H -2.039 -2.501 1.731 0.0660
C 5.505 -0.061 -4.761 -0.6594
C -2.867 -4.431 2.135 -1.3807
C -7.880 -0.825 -0.406 -0.2694
H -2.794 -4.119 3.180 0.3747
O 5.818 3.837 -5.902 -0.5647
H -7.483 4.415 2.801 0.2493
C 7.431 -1.412 2.339 -0.3282
H 8.104 -1.518 -1.755 0.7359
O -3.256 1.176 0.619 -0.2403
```

Properties
HOMO level: -8.866 eV
HOMO-LUMO gap: 8.84 eV
Lowest unoccupied orbital energy: -0.0009 hartree

=====

No. 3
Entry from the Open Molecules 2025 dataset: a molecular structure, C39H59ClGeN6OPPt in a non-equilibrium geometry (wB97M-V/def2-TZVPD).

```
109
Properties=species:S:1:pos:R:3:mulliken_charge:R:1
H -11.414 -5.737 14.389 0.1864
H -6.945 -14.470 19.406 0.2836
C -12.971 -8.447 20.059 -0.9338
C -9.074 -6.309 24.540 0.9105
C -8.698 -8.697 23.853 0.9722
Ge -7.849 -7.458 18.837 -0.1117
H -9.174 -5.864 26.637 0.3530
N -9.919 -10.984 16.860 1.1714
H -12.669 -8.802 16.991 0.3762
H -8.689 -11.346 23.818 0.2550
C -5.136 -6.612 19.498 -1.0654
H -7.814 -4.213 18.355 0.3190
C -10.700 -7.774 13.953 -0.9608
C -11.662 -8.219 19.260 0.1249
H -7.805 -11.065 16.970 0.4887
C -7.915 -14.060 21.234 0.2622
H -11.079 -11.868 14.686 0.1896
H -11.012 -12.566 17.616 0.4527
C -10.872 -10.436 19.860 -0.5311
H -9.803 -3.122 17.539 0.3677
H -5.212 -5.297 21.892 0.2918
C -9.859 -7.984 15.172 -0.1678
H -8.651 -12.533 17.656 0.2870
C -8.719 -7.281 23.566 0.2770
Pt -8.073 -8.432 21.086 0.7562
H -8.471 -11.794 14.765 0.3670
H -13.680 -8.786 19.268 0.3435
H -11.993 -13.129 15.421 0.4686
C -8.552 -5.626 21.950 0.6556
C -4.933 -4.672 21.079 -1.5612
H -9.763 -13.992 14.527 0.4702
N -8.489 -8.928 17.790 -0.2184
H -8.942 -13.313 22.914 0.7270
H -7.336 -2.452 16.914 0.2759
O -7.404 -10.043 20.180 -0.5033
H -12.550 -6.720 13.454 0.3334
H -8.315 -5.469 20.871 -0.1535
C -8.988 -8.996 25.209 -0.8934
H -7.562 -13.105 15.531 0.3460
C -11.065 -12.630 15.501 -0.9592
H -13.335 -7.508 20.513 0.3684
P -9.980 -9.436 17.443 -1.0063
C -7.049 -13.573 20.054 -0.6702
H -11.036 -8.698 13.500 0.3264
H -12.464 -9.174 15.277 0.1891
H -10.233 -9.951 20.584 0.0264
H -8.679 -9.971 25.307 0.4194
H -10.045 -7.222 13.202 0.3373
C -9.092 -5.956 18.190 0.3785
C -11.063 -11.856 16.771 -0.5007
H -11.059 -7.624 19.988 -0.3172
N -8.559 -6.830 22.279 0.2195
C -11.807 -6.794 14.271 -0.4759
H -11.983 -9.209 21.868 0.1314
H -13.737 -7.214 15.176 0.4759
C -8.297 -4.769 17.534 -0.5406
C -8.082 -11.771 21.881 0.7292
H -11.973 -11.290 17.055 0.3551
C -9.241 -8.018 26.211 -0.9963
H -10.397 -11.293 19.427 0.3447
H -4.060 -6.527 19.171 0.4068
C -7.310 -11.255 20.695 0.0456
H -9.457 -8.214 27.279 0.3437
C -8.889 -4.877 24.172 -0.6014
H -5.604 -8.319 18.327 0.3843
N -8.401 -9.445 22.815 -0.1075
H -8.255 -3.588 22.401 0.4538
C -12.159 -8.470 16.081 -0.6346
H -5.849 -6.792 17.344 0.6237
H -6.634 -5.161 19.875 -0.8541
C -9.784 -13.419 15.425 -0.7680
N -10.697 -8.410 16.338 0.9109
H -8.126 -9.745 18.278 -0.1285
H -3.818 -4.580 21.064 0.3728
C -8.359 -13.083 22.132 -1.1287
C -8.641 -11.778 16.867 -0.3659
H -8.620 -1.679 15.914 0.4515
C -5.931 -7.255 18.351 -0.9083
H -8.861 -4.122 25.004 0.3143
H -7.502 -5.023 16.787 0.1910
C -12.688 -7.163 15.526 -0.8958
C -9.244 -6.676 25.902 -0.8088
H -9.749 -5.643 19.038 0.5061
H -12.620 -6.352 16.270 0.1636
H -9.327 -7.045 15.399 -0.0167
C -12.715 -9.529 21.107 -0.6819
H -5.359 -3.660 21.249 0.3772
H -5.266 -4.596 18.866 0.3749
N -11.077 -9.452 18.724 1.0014
Cl -8.116 -15.755 21.538 -0.1511
C -8.186 -2.581 16.216 -1.2889
C -12.210 -10.801 20.402 -0.9854
C -5.531 -5.222 19.775 1.3838
H -12.910 -11.056 19.532 0.2348
H -5.201 -7.256 20.310 0.3065
C -8.511 -10.820 22.895 -0.7572
H -9.839 -6.475 17.553 -0.5219
H -7.748 -2.951 15.267 0.2938
C -6.878 -12.275 19.699 -0.3192
H -9.739 -14.188 16.218 0.2762
C -8.537 -12.528 15.560 -1.0846
H -11.932 -7.552 18.466 0.1785
H -6.255 -12.165 18.809 0.4762
H -12.072 -11.587 21.096 0.4402
H -9.778 -4.150 16.081 -0.0316
C -9.154 -3.664 16.860 -0.1177
H -9.164 -8.800 15.109 0.4856
C -8.543 -4.541 22.883 -1.3764
H -13.578 -9.699 21.754 0.4905
```

Properties
HOMO level (alpha / beta): -8.312 / -10.328 eV
Total charge: +1
HOMO-LUMO gap (alpha / beta): 5.94 / 5.03 eV
Energy above the lowest of the compared OMol25 structures with the same formula, charge and spin: 0.00 kJ/mol
Multiplicity: 3
Lowest unoccupied orbital energy (alpha / beta): -0.0873 / -0.1948 hartree

=====

No. 4
Entry from the Open Molecules 2025 dataset: a molecular structure, C39H59IrN7O5SbSi3 (wB97M-V/def2-TZVPD).

```
115
Properties=species:S:1:pos:R:3:mulliken_charge:R:1
H 1.582 -0.146 4.524 0.2167
C 1.754 -2.564 2.732 -1.6136
C 3.242 0.539 -0.535 -1.1469
C -3.804 0.551 1.528 -0.9171
Sb 1.783 -0.727 1.662 0.0597
H 5.622 -3.635 1.537 0.4771
C 5.551 -0.189 1.633 -1.1831
C 0.179 1.314 -3.128 -0.4153
C -4.803 -3.277 0.090 -0.7908
H -4.373 0.843 2.424 0.2671
C 2.694 -3.842 -1.081 -1.0510
C 4.481 2.313 -1.608 -1.2338
H -1.963 6.095 1.225 0.4808
C 0.571 -1.785 -1.608 0.0022
C -1.162 -1.149 2.241 -0.4480
H 0.889 1.101 5.540 0.4623
H 0.260 -0.860 -1.098 -0.8673
O -6.989 -2.959 2.891 -0.6124
C 2.459 2.709 -0.462 -0.4352
C -1.861 0.281 -3.264 -0.5359
N 2.305 1.414 -0.160 0.6436
C -2.989 -2.995 3.151 -0.5404
H -2.331 -4.249 1.537 0.4983
C -5.086 -1.485 1.667 -0.4987
C 3.516 3.216 -1.182 -1.0283
H -5.112 -4.259 -0.243 0.5623
C 0.638 0.350 4.783 -1.1916
C -3.805 -2.592 -0.546 -0.5552
C -0.257 -0.011 1.806 0.2583
N -0.700 -0.913 -7.281 -0.3537
C -1.904 5.483 0.327 -1.2861
H 2.227 -4.143 -0.139 0.3283
H -5.596 -1.074 2.532 0.5921
H 6.990 -1.979 -0.491 0.4444
C -2.215 -3.299 2.044 -0.6304
H 4.616 -2.818 2.723 0.3437
H -2.281 -0.873 -5.007 0.3950
C 4.694 -3.068 1.663 -1.3772
H -1.205 5.941 -0.371 0.4173
H 1.563 1.006 -4.743 0.5297
N -3.255 5.510 -0.348 -0.0725
C -2.807 -1.757 3.746 -1.1357
H -2.835 2.632 -2.123 0.0447
H 2.636 -2.608 3.363 0.5496
H 2.204 2.098 2.929 0.3582
H -0.824 3.404 -1.191 0.5097
H 1.748 -3.401 2.039 0.4479
O 1.393 -0.903 -6.409 -0.5772
H -3.290 -3.019 -1.398 0.4199
H 1.683 3.371 -0.086 0.0385
H 5.115 0.288 -1.574 0.3184
H 1.088 2.830 1.790 -0.6331
C -1.299 -2.369 1.584 0.4249
H 5.855 -1.496 -1.751 0.3400
H -2.226 1.624 4.519 0.3323
H -3.614 2.817 -0.560 0.3646
H 3.595 4.274 -1.393 0.5118
C 0.210 -0.646 -6.319 0.0456
H -0.377 -1.343 -8.132 0.2687
H 2.608 -1.901 -3.907 0.4949
C 4.349 0.983 -1.274 -0.4119
N -6.486 -3.471 1.911 1.0904
H -3.393 -1.467 4.612 0.5039
C -3.389 -1.307 -0.106 -0.3712
H 3.750 -4.121 -1.048 0.2585
H -3.537 6.468 -0.557 0.3727
H -1.654 -0.607 -7.228 0.1831
C -1.547 4.040 0.638 0.0346
H 5.765 -3.109 -1.059 0.3068
Si -0.120 1.208 3.305 0.8573
C -2.864 3.243 -1.225 -0.3181
H -4.238 4.719 -2.049 0.4562
H 0.244 -1.722 -2.650 0.4767
C -4.074 -0.755 1.018 1.3912
Si 2.410 -2.049 -1.466 -0.2881
H 4.958 -0.065 2.546 0.2945
C 0.577 0.805 -4.345 -0.2594
H 2.224 -4.430 -1.877 0.4605
H 0.008 -2.596 -1.142 0.4335
H 3.421 -0.532 -3.167 0.2328
H -0.018 -0.390 5.243 0.2973
H -2.259 3.625 1.353 0.2539
O -2.415 -0.723 -0.726 -0.6928
H 5.598 0.778 1.128 0.3338
N -1.010 1.041 -2.562 -0.2565
C -1.626 2.183 3.796 -0.7358
Ir -0.975 0.774 -0.050 4.2478
H 0.854 1.941 -2.563 0.1384
H -2.525 5.121 -2.274 0.4078
H 6.567 -0.450 1.946 0.4655
Si 4.832 -1.552 0.590 0.7368
H 0.856 -2.574 3.346 0.6217
C 3.241 -1.603 -3.065 -1.0495
H -0.571 4.014 1.119 -0.1066
H 4.197 -2.121 -3.177 0.3250
H 3.875 -3.736 1.400 0.4207
O -3.015 1.379 1.050 -0.3905
H -3.714 -3.695 3.543 0.5530
H -2.803 0.054 -2.790 0.6492
H -2.263 2.400 2.936 -0.2417
H -1.307 3.123 4.257 0.4895
H 5.343 2.649 -2.171 0.5055
C 5.948 -2.056 -0.822 -1.1340
C -1.554 -0.241 -4.510 -0.8901
C 1.184 2.484 2.818 -0.3689
C -3.249 4.663 -1.601 -0.9869
N -1.565 3.164 -0.538 -0.1482
H -3.952 5.134 0.298 0.3777
N -1.919 -0.861 3.308 -0.1789
C -5.437 -2.714 1.209 -0.9333
H 1.107 3.356 3.479 0.5827
H -0.709 -2.576 0.700 -0.2467
O -6.722 -4.592 1.512 -0.6221
C -0.302 -0.003 -5.050 0.6947
C 3.110 -0.907 -0.065 1.8597
```

Properties
HOMO level (alpha / beta): -11.704 / -12.442 eV
Total charge: +2
HOMO-LUMO gap (alpha / beta): 6.77 / 5.91 eV
Energy above the lowest of the compared OMol25 structures with the same formula, charge and spin: 31.43 kJ/mol
Multiplicity: 5
Lowest unoccupied orbital energy (alpha / beta): -0.1813 / -0.2402 hartree

=====

| no. | E_tot (Ha) |
| --- | --- |
| 1 | -2887.740237 |
| 2 | -4158.153212 |
| 3 | -4922.771188 |
| 4 | -3493.453160 |